{"formula": "C42H50F4IN14O2PbS2Si2Te", "method": "ωB97M-V/def2-TZVPD", "total_charge": -1, "homo_lumo_gap_ev": 6.13, "homo_ev": -4.51, "relative_energy_ev": 1.840, "total_energy_ha": -5080.9810, "symbols": ["H", "H", "H", "C", "N", "Si", "H", "C", "H", "H", "C", "C", "C", "C", "H", "H", "C", "O", "H", "H", "F", "H", "H", "C", "C", "C", "H", "I", "H", "H", "N", "H", "H", "H", "N", "C", "C", "C", "C", "C", "H", "N", "H", "C", "F", "H", "H", "N", "H", "H", "C", "C", "C", "H", "H", "C", "H", "C", "H", "H", "Te", "C", "C", "C", "H", "N", "N", "H", "H", "H", "F", "C", "C", "C", "S", "N", "N", "C", "C", "C", "N", "H", "H", "N", "H", "C", "Si", "O", "H", "H", "H", "N", "H", "H", "C", "H", "H", "C", "H", "H", "Pb", "H", "C", "C", "H", "C", "C", "S", "H", "C", "C", "C", "H", "C", "N", "H", "F", "C", "N"], "xyz": [[0.73330, 1.84042, 3.28097], [-3.36059, -1.57137, 2.78687], [-0.53791, 2.45638, 5.02266], [-1.70677, 0.14229, 1.54377], [1.56945, -1.99987, -1.74913], [-1.60367, 4.53820, 0.43071], [0.01086, 6.17092, -0.55977], [1.80305, -3.22164, -2.01983], [-1.16539, 1.23783, 5.97907], [3.77877, 0.31234, -3.96411], [1.67693, 3.52895, -1.54237], [3.54791, 4.10005, 0.92335], [-2.85796, -1.54419, -1.98300], [1.83169, -5.50611, -0.98589], [0.98950, 4.36489, -1.67047], [1.19751, -2.99188, 3.33805], [0.62664, -1.84621, 4.75782], [-1.16636, -0.92852, 1.97154], [-1.55311, -2.01426, 6.11584], [4.39465, 6.37397, -1.20309], [-2.89167, -3.21480, -0.39489], [-3.36720, 1.93255, 0.37250], [0.80677, 5.19831, 0.67729], [-1.23741, 3.07354, -0.68642], [-2.39677, -0.88754, -3.13144], [-1.88058, 4.00249, 2.20104], [-5.84525, -1.47112, 2.95774], [-8.06172, 0.40167, 1.89823], [-2.92648, 5.82489, -1.22692], [-2.78587, 3.39803, 2.30646], [-1.27123, 1.92149, -4.95672], [-1.78040, -6.32326, 0.85247], [-1.04293, 3.39589, 2.55359], [0.06084, -7.88311, 0.75345], [0.26338, -0.60843, 5.27400], [0.18537, -6.89124, 0.33512], [3.68154, 0.40988, 0.28024], [1.53978, 0.00224, -2.66894], [-3.10863, 5.43118, -0.22533], [2.71623, -3.71364, -3.11031], [-1.49473, -3.75857, 6.21468], [-4.94377, 1.59853, -2.70280], [2.84488, -5.48894, -1.36766], [-0.68738, -5.74927, -2.40271], [0.02604, -3.41424, -4.10463], [0.03456, -0.60841, 6.25187], [2.20537, -0.97630, -5.43420], [-0.85380, -6.68692, -3.04440], [2.64702, 6.51760, -0.99080], [-1.96595, 2.26751, -0.55950], [-5.97490, 0.31217, 1.76677], [0.29866, 0.64832, 4.68360], [3.43235, 5.93161, -1.47452], [-1.97179, 4.87934, 2.84423], [-1.23323, 3.37087, -1.73716], [-1.42289, -1.61898, -3.82354], [-3.38543, 6.26600, 0.42303], [-0.12760, 5.70529, 0.41862], [1.86388, -4.15165, 5.05115], [1.06978, 1.50557, -3.88630], [0.65540, 2.17184, -0.29542], [1.04502, -4.22602, -1.21071], [-1.96640, 1.22683, -4.33816], [-2.33005, -2.73260, -1.50550], [3.32203, 1.80456, -4.78160], [-0.35786, 1.57946, 5.48167], [0.76237, -3.30108, 1.21638], [0.67171, -4.84461, 6.15167], [5.44911, 2.76193, -1.13110], [3.19831, 5.03821, 1.36125], [-3.83871, -0.98806, -1.26181], [-0.48204, -4.55419, -1.58035], [-5.29911, -0.71340, 2.41189], [-0.92001, -2.85075, 6.40588], [0.07108, 0.30811, -1.68883], [-0.74745, -4.71451, -0.10945], [0.89808, 0.89023, 3.59625], [-2.81759, 0.42862, -3.54922], [-3.91649, -0.76581, 2.32546], [0.45792, -3.91841, 0.19579], [0.30569, -2.87669, 5.61979], [2.21068, -7.38727, -0.23992], [-3.96316, 4.75442, -0.28682], [3.14826, 1.22793, -0.36845], [4.59965, 3.97692, 1.19130], [2.96883, 0.81097, -4.49451], [3.38206, 4.12187, -0.94949], [-1.09538, 1.13047, 1.07291], [1.75859, 0.51195, -6.26458], [-0.71813, -2.79621, 7.47967], [2.71815, -3.02807, -3.94932], [2.16638, -1.09402, -2.61348], [2.41491, -4.70481, -3.44731], [-0.26738, 6.50518, 1.14974], [-0.83054, -6.03581, 0.41608], [5.34846, 3.94030, -2.45393], [-5.83441, 2.03503, 0.48627], [0.80120, -4.19879, 5.28462], [4.38294, 2.45015, -2.48197], [3.73876, -3.77288, -2.72487], [1.14585, -1.04977, 1.36444], [3.41417, -0.11005, -6.39413], [2.56150, 0.01042, -5.72259], [-5.29712, 1.26999, 1.02890], [1.79188, 3.01925, -2.49647], [-3.21530, 0.20620, 1.62203], [-3.91325, 1.21247, 0.96915], [4.39861, -0.72621, 1.21328], [0.27239, -4.64003, 4.43187], [-3.98322, 1.06441, -3.06536], [1.46714, -6.60211, -0.31372], [-0.90158, -2.79773, -3.34931], [3.31509, 6.03622, -2.55620], [-1.26922, -3.37825, -2.14145], [1.19815, -2.01976, 3.63112], [3.01496, 3.27040, 1.38978], [-0.97442, -1.17085, -5.01196], [4.77457, 3.24055, -1.84151], [1.88153, 1.00312, -3.53757]], "forces_ev_per_a": [[0.0160, 0.0427, -0.0138], [-0.0071, 0.0003, 0.0018], [-0.0020, 0.0846, -0.0430], [-0.0690, -0.9985, 0.4354], [0.1885, -0.1771, 0.2447], [0.0584, 0.0422, -0.1043], [0.0036, -0.0011, -0.0030], [0.0323, -0.1146, -0.0368], [-0.0784, 0.0006, -0.0673], [0.0155, 0.0138, 0.0241], [0.0570, 0.0378, -0.1088], [0.0070, -0.0173, 0.0133], [0.1194, -0.1299, -0.1403], [0.0011, 0.0407, 0.0285], [0.0123, 0.0127, -0.0905], [-0.0057, -0.0025, -0.0380], [-0.2324, -0.0410, -0.1099], [-0.4149, 0.7959, -0.3665], [0.0000, -0.0063, 0.0081], [0.0111, 0.0333, -0.0016], [-0.0696, 0.0313, 0.0381], [-0.2803, -0.0746, 0.1896], [-0.0098, -0.0011, 0.0229], [0.0586, 0.0875, -0.3352], [-0.1401, 0.0550, 0.0465], [-0.0661, -0.1201, 0.0688], [0.0101, 0.0145, 0.0010], [0.0297, -0.0043, -0.0093], [0.0047, -0.0172, -0.0113], [0.0777, 0.0300, -0.0074], [0.0832, -0.1179, 0.1930], [0.0095, 0.0092, 0.0420], [0.0143, -0.0104, -0.0122], [-0.0031, 0.0012, 0.0053], [0.1354, -0.1454, -0.0055], [-0.0136, -0.0365, -0.0033], [0.1771, 0.2762, -0.1699], [-0.2451, 0.9560, -0.2719], [-0.0207, -0.0104, 0.0633], [-0.0054, 0.0316, 0.0636], [0.0011, -0.0049, -0.0011], [0.0051, 0.1122, 0.0903], [-0.0280, -0.0180, -0.0050], [0.0522, -0.0204, 0.0985], [0.1053, -0.0462, -0.0233], [0.0835, 0.0120, 0.0253], [-0.0210, -0.0659, 0.0292], [-0.0152, 0.0135, -0.0370], [-0.0076, -0.0155, 0.0026], [0.3611, 0.3448, -0.2366], [-0.0154, 0.0294, -0.0130], [-0.0401, 0.0556, -0.1711], [0.0595, 0.0168, 0.0158], [-0.0155, 0.0599, 0.0444], [0.0337, 0.0679, -0.0688], [0.0099, 0.0481, -0.1392], [0.0003, 0.0100, 0.0024], [0.0008, 0.0243, 0.0279], [-0.0026, 0.0019, -0.0037], [0.0297, -0.0001, -0.0182], [0.1541, 0.7017, -0.1521], [-0.2597, -0.0110, 0.1553], [0.0446, 0.1949, -0.1308], [0.0542, 0.0955, 0.0017], [-0.0139, -0.0245, -0.0054], [-0.0269, 0.0194, 0.1691], [-0.1888, -0.2854, -0.3602], [0.0026, -0.0005, 0.0005], [0.0119, -0.0073, -0.0002], [-0.0102, 0.0012, 0.0032], [-0.1704, 0.1425, 0.1536], [0.1038, -0.0146, 0.0758], [0.0453, -0.0146, -0.0211], [-0.0399, -0.0345, -0.0296], [-0.0953, 0.3172, 0.0908], [0.0483, 0.0249, -0.1020], [0.1050, -0.2185, -0.2027], [-0.0181, -0.1289, 0.0510], [0.0136, -0.0263, 0.0331], [0.1058, 0.2588, 0.1550], [0.0424, -0.0299, 0.0970], [-0.0001, -0.0084, -0.0089], [-0.0217, -0.0116, -0.0217], [0.0499, -0.2827, 0.0680], [0.0175, 0.0293, 0.0132], [-0.0562, -0.0296, 0.1144], [-0.1955, -0.0340, -0.0807], [-0.5253, -0.7315, 0.6117], [-0.0037, 0.0135, -0.0033], [-0.0032, -0.0007, -0.0020], [-0.0167, 0.0623, -0.0362], [0.2936, -0.8390, -0.0650], [-0.0076, 0.0094, -0.0216], [-0.0356, 0.0190, -0.0025], [0.0050, 0.0415, -0.0343], [0.0101, 0.0044, 0.0001], [0.0036, -0.0089, -0.0259], [-0.0136, -0.0296, 0.0066], [-0.0128, 0.0090, 0.0034], [-0.0088, -0.0004, -0.0318], [0.1969, -0.3215, 0.1386], [-0.0174, 0.0036, -0.0019], [-0.0304, 0.0262, -0.0130], [-0.0265, -0.0014, -0.0171], [0.0768, 0.0848, -0.0714], [0.1431, 0.0179, 0.0737], [0.0302, -0.0008, -0.0533], [-0.0158, -0.0956, 0.0262], [-0.0077, -0.0101, -0.0016], [0.0251, -0.1365, 0.0024], [0.0308, -0.0124, -0.0029], [0.0650, -0.0850, 0.0302], [-0.0053, -0.0156, 0.0021], [0.0685, -0.0326, 0.0323], [0.1017, 0.2888, 0.1641], [0.0056, -0.0183, -0.0134], [0.0623, -0.0434, 0.0276], [0.0326, 0.0128, -0.0096], [-0.1786, -0.0292, 0.0619]], "mulliken_charge": [-0.110, 0.486, 0.269, -0.466, 1.371, 0.076, 0.285, -0.403, 0.211, 0.399, -0.599, -0.978, 0.344, -1.268, 0.796, 0.147, 0.603, -0.970, 0.407, 0.347, -0.431, 0.746, -0.030, 0.680, 0.401, -0.395, 0.389, 0.035, 0.339, 0.225, -0.789, 0.505, -0.349, 0.417, -0.174, -0.554, 0.034, -0.685, -1.184, -2.006, 0.424, -0.796, 0.352, 0.132, -0.504, 0.332, 0.121, -0.779, 0.302, -1.224, -0.288, 0.444, -1.277, 0.619, 1.004, 0.697, 0.339, -0.883, 0.413, 0.429, -1.014, 3.054, 0.013, 0.490, 0.509, -0.649, -0.936, 0.420, 0.339, 0.311, -0.526, 2.516, -0.620, -1.193, 0.405, -0.062, -0.416, 0.672, -0.622, -1.320, 0.063, 0.434, 0.357, -0.444, 0.513, -0.783, 0.809, 0.657, 0.343, 0.275, 0.240, -0.865, 0.506, 0.529, -0.940, 0.332, 0.453, -1.374, 0.057, 0.418, 1.104, 0.403, -1.151, -0.955, 0.439, 0.695, 0.010, -0.434, 0.464, 0.181, -0.499, 0.220, 0.313, -0.980, -0.536, 0.101, -0.553, -1.073, 0.323]}